Entry 1:
Density functional theory data (wB97M-V/def2-TZVPD) for a structure of composition C23H43Cl3LaN3O4Si.

```
! wB97M-V def2-TZVPD RIJCOSX def2/J DEFGRID3
* xyz 0 1
Cl -2.4048 0.1492 0.5912
H 0.6578 -5.2636 -4.2148
Cl -0.2920 1.3034 -2.1026
H 2.9713 -1.8433 0.3423
O 0.4499 1.8896 1.0988
H -0.4143 5.9306 0.6209
H -0.1688 1.2005 3.8304
H 4.0649 -3.1661 -2.5622
H -1.7760 4.7980 0.4045
H 1.6144 5.5843 -4.4904
H 1.7523 3.8717 -4.9492
H -0.6093 -4.2170 -4.8882
O 2.2135 -0.0674 -0.2781
O -0.0509 -1.9198 -0.8799
C -0.3751 -4.9059 -4.0637
H -1.0664 -1.7533 5.8086
C -1.0728 -3.7052 0.0614
H 1.6656 5.0036 1.8355
H 1.4887 -1.7167 -3.3256
Cl -0.6478 3.4389 -7.2603
H -1.0687 -6.6037 2.6343
H -0.2779 -4.9685 -1.8895
H 2.4225 -3.7597 -2.1659
H 1.0396 -3.6101 0.3597
C -0.9772 5.1150 1.0885
H 3.1166 -1.0209 -3.6183
C -2.2668 -5.3516 1.3502
H -1.1689 -2.3018 -4.4398
H -2.0413 -2.0567 -0.8797
C -1.4481 -2.0668 -3.4055
C -0.3513 2.8694 0.8176
C 0.5956 0.6182 4.3528
H 1.0629 -5.4921 1.9913
H -1.1432 3.2960 -3.9363
C -0.5421 -4.3157 -2.7177
H -0.3625 6.7918 -7.2812
H 2.0351 5.1416 -6.1607
H 0.6299 -2.3171 5.8022
C -1.4466 4.2921 -4.3020
N 2.7876 -1.7415 -1.6856
H 0.7322 1.0239 5.3517
C 2.6542 -1.2500 -0.4822
H 1.8964 -0.1188 -2.6433
H -1.0176 -5.7948 -4.1891
C -0.0231 -1.4335 5.7308
C -1.0714 -5.7862 1.9136
La -0.0021 0.0361 0.0938
H -3.2019 -3.9741 -0.0232
C 0.1209 -5.1675 1.5567
C 1.0243 4.2092 2.2418
H -2.5114 4.2349 -4.5805
Si -0.3980 4.8340 -5.7410
H 1.5916 3.2821 2.3256
C -1.0178 -3.0774 -2.4295
C 2.3008 -1.1049 -2.8909
H -1.2030 2.7380 0.1420
C -0.9554 6.4913 -6.4027
N 0.1763 -0.8145 4.4262
H 3.6185 -3.4874 -0.8606
C -1.0659 -2.6012 -1.0017
H 1.5468 0.6813 3.8125
H -1.4302 5.4842 2.0156
O -0.0229 -0.9910 2.1766
H -0.3504 -2.5765 3.3828
C 3.2525 -3.1161 -1.8267
H -1.0324 -1.0713 -3.1478
H -2.5476 -1.9500 -3.3737
N -0.1189 3.9654 1.3454
H -2.0127 6.4626 -6.7099
C -0.0643 -1.4921 3.3340
C -2.2691 -4.3146 0.4255
H -3.2074 -5.8235 1.6309
H 0.6730 4.5241 3.2352
H 0.2001 -0.7536 6.5411
C 1.4139 4.8611 -5.2953
C 0.1129 -4.1175 0.6312
H -0.8490 7.2790 -5.6415
H -1.3603 4.9957 -3.4575
*
```

Summary:
* E_tot: -3069.25450 hartree
* orbital gap: 7.20 eV

Atom charges from the Mulliken analysis, given in e for atoms 1 to 5:
1 Cl -0.637
2 H 0.277
3 Cl -0.666
4 H 0.447
5 O -1.041

***

Entry 2:
Density functional theory data (wB97M-V/def2-TZVPD) for an isolated molecule of C4H5Br2N3O2.

```
! wB97M-V def2-TZVPD RIJCOSX def2/J DEFGRID3
* xyz 0 1
H 0.5153 -1.8263 0.9343
H 1.6810 -0.6815 0.3480
N -0.3593 -0.2869 0.1900
N -1.5174 -0.6113 0.7941
Br 0.0547 2.4615 0.3916
C -2.4614 0.0598 0.3342
Br -4.2213 0.1496 0.8980
O -3.5585 0.0657 -2.5094
N -2.4232 0.1128 -2.1270
H -2.4663 1.8125 -1.1729
H 0.8889 -1.6854 -0.8655
O -1.5318 -0.5680 -2.5986
C 0.7810 -1.1640 0.0798
C -0.5441 0.8158 -0.6689
H -0.0271 0.7577 -1.6961
C -2.0584 0.9049 -0.9901
*
```

Summary:
* SMILES string: CN1N=C(Br)[C@H]([N+](=O)[O-])[C@H]1Br
* energy relative to the best compared isomer or geometry (same formula, charge and spin): 0.00 kJ/mol
* E_tot: -5618.03049 hartree
* orbital gap: 8.67 eV

Atom charges from the Mulliken analysis, given in e for atoms 1 to 5:
1 H 0.333
2 H 0.322
3 N 0.731
4 N -0.716
5 Br -0.193

***

Entry 3:
Density functional theory data (wB97M-V/def2-TZVPD) for a structure of composition C38H44ClN6O5Sc.

```
! wB97M-V def2-TZVPD RIJCOSX def2/J DEFGRID3
* xyz 0 1
C 2.8123 0.9713 -2.3351
Cl -6.0202 4.2653 4.5632
H 2.9048 -4.5328 2.2785
C 0.2582 1.6391 0.9149
C -3.7047 2.4086 0.2974
C 3.5775 -0.0276 -1.4850
H -1.5474 0.3832 -2.2005
H -2.8204 2.5624 -0.3150
C 1.0953 -2.6593 -3.0690
C 0.2380 4.4578 -1.4102
H 3.2316 3.5843 -1.3815
H -1.8211 3.5363 -3.8996
H 0.4311 5.2887 -0.7478
C 0.8521 2.2802 -2.2468
C 3.5323 -1.3356 0.4084
H -2.0570 -0.5471 -0.1945
H -1.4048 -4.5574 -0.6166
H 2.0180 -4.5554 0.7673
C -1.0197 3.4788 -3.1751
N 0.2131 -3.1929 -0.8463
H 2.1540 -2.4791 -2.8568
H -1.3779 -2.4866 -3.2435
H 5.4701 0.5719 -2.2422
H -2.9010 -2.5292 0.1707
C -4.7227 3.4204 2.3571
C -0.1779 1.5408 -4.4659
C -1.8584 -0.6663 -2.1948
C -3.6006 3.1846 1.5765
C -1.0781 -3.5610 -0.2857
H 5.3817 -1.8711 1.3099
H -0.9762 -3.5777 0.8020
H -5.6991 3.1356 1.9941
N 0.3745 -1.4218 -2.8016
C -0.9252 -4.0492 4.1646
O -1.2734 3.4606 1.2173
O 3.3436 -2.4132 2.4908
H 0.7288 3.5880 1.7112
H 0.2457 -5.7344 3.5974
C -2.3507 3.6015 2.0522
H 0.6339 0.8180 -4.4916
C 0.5586 -3.7658 -2.1406
H -1.0101 -0.2658 1.9914
C 4.9681 -0.0200 -1.4919
H -1.8809 -2.1740 4.5502
O -0.5951 1.1269 0.1485
H -0.0445 2.1953 -5.3284
H 0.8394 -0.6557 -3.2857
C -0.3439 -1.9761 3.0885
N 1.5284 1.0703 -1.9756
H 1.7523 -5.8428 1.9560
C 2.7268 -1.9400 1.5366
H 0.4218 0.0042 2.9922
H -1.5984 5.2704 -2.1579
H -3.7663 1.3465 0.5455
C 1.9398 -4.7786 1.8324
C -1.1223 -2.6930 3.9816
H -1.5246 -4.6035 4.8731
H -2.7130 -2.8498 -1.5507
C 1.1281 3.3998 -1.4312
C -3.3623 4.3593 4.1076
H 1.0021 -2.9853 -4.1173
C -0.1337 2.4092 -3.2371
H 0.9368 -3.4124 -0.1721
H 6.7304 -0.7337 -0.5022
C -2.1784 -2.5358 -0.6484
H -1.1393 1.0437 -4.5806
H 2.4236 4.3854 -0.0315
Sc 0.7716 -0.4362 -0.3944
N -1.6213 -1.1936 -0.8479
H -1.1780 -0.1108 3.7478
C 2.4143 3.4993 -0.6644
C -0.8818 4.4667 -2.2226
C -4.6021 4.0025 3.6084
C 0.8655 -3.9959 2.5306
H -3.2706 4.7810 5.0956
C -0.1048 2.8791 1.7377
H 1.3248 -4.5450 -2.0517
C 0.6567 -2.6144 2.3348
H -4.6002 2.6777 -0.2569
H 2.6005 2.6201 -0.0482
H -2.9234 -0.7157 -2.4708
O 3.3990 1.6249 -3.1939
H -0.2469 2.5635 2.7784
N 2.8818 -0.7335 -0.5863
H -1.1854 -1.0392 -4.2154
C -2.2436 4.1728 3.3160
C -0.5436 -0.4985 2.9532
C 4.9231 -1.3686 0.4719
H -0.3241 -4.2350 -2.5859
C -1.0301 -1.4536 -3.2121
C 5.6509 -0.7314 -0.5176
O 1.3758 1.1036 1.0630
C 0.0704 -4.6786 3.4453
N 1.3963 -1.8776 1.3764
H -1.2757 4.4765 3.6851
*
```

Summary:
* energy relative to the best compared isomer or geometry (same formula, charge and spin): 80.76 kJ/mol
* E_tot: -3400.33340 hartree
* orbital gap: 7.95 eV

Atom charges from the Mulliken analysis, given in e for atoms 1 to 5:
1 C 0.145
2 Cl -0.232
3 H 0.350
4 C 1.806
5 C -1.039

***

Entry 4:
Density functional theory data (wB97M-V/def2-TZVPD) for a structure of composition C21H36BN6OPdS.

```
! wB97M-V def2-TZVPD RIJCOSX def2/J DEFGRID3
* xyz -1 1
H 0.0732 -4.3852 0.2030
S 0.0362 -2.1084 0.8237
H -4.0434 -0.5436 -2.4454
H 2.1457 -5.1910 1.2577
H 0.2074 5.9919 0.2414
H 1.1983 -0.2030 -4.2840
C 3.7079 -0.6125 0.7900
H 3.8233 -1.6993 0.7958
H 1.8998 -4.0254 3.4999
H -2.2575 -1.3102 3.6515
H -0.6602 4.3723 -3.0183
C 2.4311 -3.5752 2.6563
H 1.0952 4.3375 -2.9747
H 2.4519 -3.6372 0.5077
H 0.9813 3.6755 3.0986
H 0.0694 5.1803 2.9047
H -2.3380 -0.2522 -4.5102
H 3.4963 -3.7788 2.7831
C 1.9149 -4.1237 1.3292
H -2.4780 -1.2131 1.9159
C 0.4209 -3.9087 1.1202
H -5.1076 0.7126 0.2024
H -0.1690 -4.2827 1.9586
H 0.0149 -2.3618 3.2374
H -3.7911 0.7071 1.3886
N 0.1018 2.8849 -0.7134
N -1.9777 0.9239 -0.3552
H -2.0693 -3.8391 3.4581
N 1.8236 0.5294 -0.2525
H 0.2325 5.7847 -2.4371
C 0.1150 3.9457 1.1549
H -3.6259 -3.2231 2.9021
C -2.0133 0.3088 -2.4906
H 2.9159 0.1670 -4.4183
N 1.3509 0.8013 -1.4988
H 2.2950 -2.4936 2.7178
H -0.7753 3.6321 3.0761
H -4.3819 -0.8148 0.7036
C 1.9922 0.4427 -3.9084
C -2.0071 -1.7960 2.7030
H 3.1662 -0.3208 1.6903
C 3.2283 -0.3270 -1.7738
N -1.2740 0.8948 -1.5243
B 0.0697 1.6814 -1.6813
C -3.1473 0.3641 -0.6040
C -0.4945 -1.6949 2.5357
H 1.7368 1.4657 -4.1851
H -0.7802 -0.7655 -3.8640
H -2.3968 -3.6816 1.7198
C 0.1696 4.9187 0.1377
C -4.1658 0.2334 0.4810
C 0.0969 4.1220 2.6404
C -1.5084 0.0485 -3.8695
H 0.1051 2.1070 -2.8102
C -3.2306 -0.0394 -1.9464
Pd -0.1766 0.3811 1.2426
H 4.0739 -0.8228 -2.2251
C 2.9428 -0.1520 -0.4074
H -0.0784 -0.6632 2.7748
N 0.0717 2.7352 0.6370
O -1.1982 -2.2206 -0.0397
C -2.5530 -3.2206 2.6945
C 2.1884 0.2976 -2.4337
H 4.7086 -0.1744 0.8255
H -1.0280 0.9247 -4.3066
C 0.1640 4.1951 -1.0376
C 0.2101 4.6943 -2.4453
*
```

Summary:
* energy relative to the best compared isomer or geometry (same formula, charge and spin): 146.37 kJ/mol
* E_tot: -1776.57625 hartree
* orbital gap: 6.02 eV

Atom charges from the Mulliken analysis, given in e for atoms 1 to 5:
1 H 0.412
2 S 0.970
3 H 0.389
4 H 0.421
5 H 0.406

***

Entry 5:
Density functional theory data (wB97M-V/def2-TZVPD) for an isolated molecule of C6H9N.

```
! wB97M-V def2-TZVPD RIJCOSX def2/J DEFGRID3
* xyz 0 1
H 2.8334 -0.5500 -0.9202
H 2.2885 -1.7588 0.2440
C 0.7711 1.3545 0.3548
H -3.2488 0.3816 -0.2210
H -0.1064 -1.6732 -0.0207
C 1.1153 0.0316 0.2225
H -2.7302 -1.2643 0.1891
C -0.6483 1.4442 0.2365
C -1.1284 0.1745 0.0321
H 1.4653 2.1750 0.4824
H -2.4476 -0.6217 -1.4335
H 3.1720 -0.3305 0.8047
C 2.4217 -0.6805 0.0895
C -2.4619 -0.3594 -0.3685
H -1.2471 2.3461 0.2644
N -0.0486 -0.6691 0.0439
*
```

Summary:
* SMILES string: Cc1ccc(C)[nH]1
* energy relative to the best compared isomer or geometry (same formula, charge and spin): 8.14 kJ/mol
* E_tot: -288.77894 hartree
* orbital gap: 8.68 eV

Atom charges from the Mulliken analysis, given in e for atoms 1 to 5:
1 H 0.235
2 H 0.311
3 C -0.616
4 H 0.317
5 H 0.217

***

Entry 6:
Density functional theory data (wB97M-V/def2-TZVPD) for a structure of composition C25H55NO2Si2Ti.

```
! wB97M-V def2-TZVPD RIJCOSX def2/J DEFGRID3
* xyz 1 2
C 0.0156 -0.6417 1.9845
H 3.4040 0.0514 -5.0258
H 4.3521 2.7701 0.1297
H 2.5083 3.5643 -3.5944
H -2.2224 2.4209 -0.7659
H 4.1710 -3.1618 -5.3092
C 4.5349 1.7014 0.2934
H 1.8005 2.1828 -0.8552
H 3.8698 0.7420 3.1582
H 1.0641 3.5876 -2.5507
H 2.6250 -1.3344 -7.2117
C -0.2370 0.2496 4.2535
H 2.9376 -1.5542 1.4214
C 3.3576 0.7264 -2.9900
H 2.0917 0.6253 3.2373
H 1.1679 2.5979 0.7126
O 1.9586 -1.7109 -4.6938
H 2.2531 -2.7191 -2.9535
C 0.5122 -1.8305 2.5330
C -2.7042 0.6017 1.1026
H 2.4074 -1.3755 -0.2622
H 3.6960 1.8164 -4.8184
H -1.7702 2.0805 2.9176
H 0.5007 -0.9644 -5.8591
C -0.9367 1.6831 2.3056
Si -1.8464 -1.4442 -2.4805
C 1.4860 1.7369 0.0993
H -2.2824 0.3420 -4.1505
H 0.3981 -1.0390 5.8663
C -0.3847 0.3925 2.8704
H -0.5500 1.0760 4.8977
H 1.9332 -3.7790 -4.3617
C 3.9498 -2.9977 -4.2496
H 2.3606 -3.0898 -7.0680
H 0.5510 -1.0758 -2.0076
C 3.8564 0.8226 -4.3932
H -2.1732 -3.7808 -3.2920
H -4.2665 -1.7598 -1.9372
H -0.2021 2.5043 2.2588
H 2.8685 2.1945 2.9553
H -1.4596 -3.7607 -1.6616
H 0.8202 -2.6487 1.8757
H 0.9240 3.9524 -4.2797
Si 2.9553 0.8686 0.8823
H -3.2944 -1.7369 -0.4619
H 3.7948 1.4837 -2.3454
C -1.8101 2.6582 0.2237
C 2.9296 1.1214 2.7345
H -0.2974 0.4318 -2.4990
C 0.6489 -1.9650 3.9259
H -3.6694 -0.2216 -1.3213
H -0.9242 3.2899 0.1057
H 0.3932 -2.7330 -5.6044
C 1.4424 3.3265 -3.5447
C 1.1400 1.9045 -3.9183
H 1.5215 1.5752 -4.8881
H -3.4262 0.8408 0.3133
H 0.0799 1.6496 -3.8492
O 1.8276 0.9143 -2.9481
H -1.5591 -1.0852 -4.9466
H 1.0582 -2.8862 4.3477
H 1.1964 -2.0771 -7.9394
C 1.8668 -2.1133 -7.0801
N -1.4751 1.4132 0.9321
H 1.3781 1.0051 -2.0241
H -3.1701 0.8469 2.0760
H 4.1078 -1.1476 0.1594
H 4.9375 1.2714 -0.6304
C 3.0788 -0.9635 0.5061
C -2.2828 -0.7576 -4.1848
H 5.3020 1.6057 1.0743
H 4.3513 -3.8438 -3.6906
H -2.4651 -0.4711 1.0884
H 4.9396 0.6368 -4.3896
Ti 0.0673 0.3085 0.1036
H -0.4419 -3.4072 -3.0857
C 2.4596 -2.8712 -4.0250
C -1.4404 -3.2699 -2.6463
C -0.3568 -0.4508 -1.8512
H -3.2903 -1.0992 -4.4741
H 4.4831 -2.0999 -3.9255
C -3.4032 -1.2772 -1.4515
C 1.0818 -1.8950 -5.8050
H 3.4970 -0.2679 -2.5718
H -2.5712 3.2049 0.8064
C 0.2843 -0.9288 4.7814
*
```

Summary:
* energy relative to the best compared isomer or geometry (same formula, charge and spin): 0.00 kJ/mol
* E_tot: -2618.93698 hartree
* orbital gap (spin up / spin down): 7.74 / 9.04 eV

Atom charges from the Mulliken analysis, given in e for atoms 1 to 5:
1 C 0.324
2 H 0.207
3 H 0.368
4 H 0.312
5 H 0.245

***

Max |F| for every record listed, in sequence, given in eV/A: 8.38 5.30 1.85 0.69 0.22 1.93.